Record 1
This record from the Open Molecules 2025 dataset describes a structure of composition C36H18F15GeMnN4O4SSe at a distorted geometry. The level of theory is ωB97M-V with the def2-TZVPD basis set.

Total energy (a.u.): -9428.20877
Charge: 0
Orbital gap (spin up / spin down) (eV): 5.3 / 6.5
Multiplicity: 5
E_LUMO (spin up / spin down) (hartree): -0.0871 / -0.0441
HOMO (spin up / spin down) (eV): -7.664 / -7.658

Cartesian coordinates (Å):
Mn  -0.523  0.085  0.142
O  0.108  -0.051  7.022
C  -0.473  -0.938  6.385
O  -1.097  -1.964  6.663
C  -0.395  -0.682  4.798
C  0.344  0.383  4.300
C  0.352  0.625  2.944
N  -0.324  -0.154  2.087
C  -1.003  -1.218  2.569
C  -1.073  -1.511  3.911
C  -1.625  -2.064  1.480
O  -2.320  -3.016  1.688
O  -1.285  -1.602  0.286
H  0.891  1.018  4.984
H  0.888  1.460  2.511
H  -1.642  -2.365  4.252
F  -2.203  6.094  2.102
C  -1.440  6.328  1.031
C  -1.409  5.411  -0.003
C  -0.543  5.672  -1.055
F  -0.457  4.789  -2.064
C  0.250  6.800  -1.097
F  1.110  7.004  -2.099
C  0.164  7.721  -0.064
F  0.909  8.817  -0.094
C  -0.684  7.489  1.006
F  -0.745  8.366  2.002
Ge  -2.289  3.631  0.022
S  -0.535  2.376  0.070
C  -3.490  3.487  -1.565
C  -3.804  4.495  -2.461
F  -3.207  5.686  -2.384
C  -4.760  4.314  -3.446
F  -5.052  5.297  -4.293
C  -5.427  3.104  -3.544
F  -6.349  2.930  -4.477
C  -5.134  2.074  -2.663
F  -5.772  0.912  -2.753
C  -4.172  2.290  -1.697
F  -3.857  1.288  -0.846
C  -3.613  3.546  1.490
C  -4.621  4.493  1.513
F  -4.665  5.417  0.537
C  -5.568  4.531  2.516
F  -6.526  5.455  2.518
C  -5.510  3.586  3.531
F  -6.411  3.609  4.498
C  -4.517  2.619  3.531
F  -4.475  1.714  4.496
C  -3.583  2.614  2.510
F  -2.637  1.671  2.508
C  2.933  3.293  0.719
N  2.828  2.955  -0.690
C  3.051  3.826  -1.730
C  2.939  3.120  -2.876
N  2.637  1.825  -2.525
C  2.576  0.704  -3.441
C  2.540  1.734  -1.184
Se  2.166  0.181  -0.209
H  3.480  4.228  0.814
H  3.467  2.502  1.240
H  1.943  3.399  1.157
H  3.288  4.865  -1.585
H  3.045  3.435  -3.898
H  2.145  1.027  -4.384
H  1.959  -0.077  -3.009
H  3.576  0.303  -3.608
N  -1.458  -0.025  -1.801
C  -0.848  -0.015  -3.100
C  -0.420  -1.205  -3.674
C  0.072  -1.204  -4.970
C  0.133  -0.020  -5.692
C  -0.257  1.172  -5.099
C  -0.739  1.181  -3.799
H  -2.151  0.716  -1.750
H  -1.925  -0.916  -1.643
H  -0.484  -2.128  -3.110
H  0.395  -2.131  -5.425
H  0.483  -0.024  -6.716
H  -0.200  2.101  -5.652
H  -1.048  2.110  -3.328

Atoms 1-2, force components in eV/Å:
Mn 0.076 0.136 -0.343
O -0.081 -0.156 0.224

=====

Record 2
This record from the Open Molecules 2025 dataset describes a structure of composition C36H20Br2F3N5O4Rh at a distorted geometry. The level of theory is ωB97M-V with the def2-TZVPD basis set.

Total energy (a.u.): -7516.91963
Charge: -1
Orbital gap (eV): 6.2
E_LUMO (hartree): 0.0342
HOMO (eV): -5.275

Cartesian coordinates (Å):
Rh  1.190  0.387  -0.524
Br  5.755  -0.137  5.319
C  4.358  0.094  4.048
C  3.030  0.200  4.497
C  2.029  0.415  3.593
C  2.287  0.487  2.201
O  1.295  0.758  1.423
C  3.629  0.300  1.760
C  4.016  0.268  0.397
N  3.236  0.354  -0.625
C  3.715  0.301  -1.951
C  5.025  0.300  -2.347
C  5.365  0.254  -3.714
C  4.409  0.214  -4.683
C  3.044  0.203  -4.318
C  1.988  0.166  -5.257
C  0.702  0.140  -4.818
C  0.438  0.161  -3.434
N  1.391  0.218  -2.541
C  2.703  0.241  -2.954
C  4.653  0.145  2.724
H  2.806  0.122  5.552
H  1.004  0.530  3.923
H  5.081  0.113  0.229
H  5.817  0.349  -1.613
H  6.411  0.255  -3.994
H  4.682  0.191  -5.730
H  2.213  0.164  -6.317
H  -0.127  0.106  -5.509
H  -0.573  0.127  -3.051
H  5.681  0.067  2.391
N  -0.778  3.313  -0.040
C  0.541  3.163  0.254
O  1.321  2.624  -0.611
C  0.998  3.631  1.497
C  2.386  3.669  1.787
N  3.511  3.696  2.045
C  0.071  3.878  2.539
N  -0.725  4.031  3.365
H  -1.410  3.560  0.704
H  -1.137  2.685  -0.742
F  -8.003  -1.587  0.433
C  -7.589  -1.014  -0.717
F  -7.994  -1.819  -1.717
F  -8.296  0.133  -0.833
C  -6.115  -0.765  -0.729
C  -5.283  -1.404  -1.634
C  -3.923  -1.136  -1.627
C  -3.379  -0.231  -0.714
C  -4.232  0.397  0.202
C  -5.588  0.134  0.192
C  -1.973  0.046  -0.702
C  -0.785  0.277  -0.630
H  -5.696  -2.106  -2.345
H  -3.268  -1.634  -2.329
H  -3.814  1.090  0.919
H  -6.245  0.629  0.897
Br  -1.389  -5.202  0.868
C  -1.625  -3.447  1.564
C  -2.836  -3.221  2.206
C  -3.106  -1.986  2.772
C  -2.158  -0.979  2.699
C  -0.964  -1.209  2.034
C  -0.670  -2.433  1.439
C  0.675  -2.630  0.736
O  1.175  -3.739  0.791
O  1.242  -1.641  0.117
H  -3.562  -4.021  2.258
H  -4.055  -1.818  3.267
H  -2.339  -0.009  3.147
H  -0.236  -0.418  1.962

Atoms 1-2, force components in eV/Å:
Rh -0.106 0.428 1.210
Br -0.030 0.000 0.003

=====

Record 3
This record from the Open Molecules 2025 dataset describes a structure of composition C36H22BrCl5N4O4Re at a distorted geometry. The level of theory is ωB97M-V with the def2-TZVPD basis set.

Total energy (a.u.): -6858.38144
Charge: 0
Orbital gap (spin up / spin down) (eV): 7.0 / 6.8
Multiplicity: 2
E_LUMO (spin up / spin down) (hartree): -0.0350 / -0.0425
HOMO (spin up / spin down) (eV): -7.961 / -7.971

Cartesian coordinates (Å):
Re  -0.426  0.439  -0.516
O  0.270  2.232  -0.996
C  -0.368  3.347  -0.662
C  -0.402  4.406  -1.584
C  -1.083  5.563  -1.291
C  -1.725  5.732  -0.051
C  -1.648  4.735  0.883
C  -0.986  3.525  0.594
C  -0.801  2.549  1.614
N  -0.471  1.329  1.373
N  -0.030  0.601  2.482
C  0.601  -0.418  2.029
O  0.751  -0.648  0.726
C  1.260  -1.362  2.965
C  1.161  -1.209  4.347
C  1.839  -2.079  5.186
C  2.617  -3.104  4.655
C  2.713  -3.259  3.280
C  2.035  -2.389  2.435
H  0.094  4.257  -2.536
H  -1.131  6.355  -2.033
H  -2.259  6.650  0.168
H  -2.114  4.854  1.857
H  -0.829  2.847  2.659
H  0.562  -0.401  4.745
H  1.772  -1.954  6.260
H  3.157  -3.772  5.315
H  3.323  -4.052  2.860
H  2.115  -2.482  1.358
N  -1.554  -1.535  -0.516
C  -1.210  -2.603  0.406
C  -1.891  -2.779  1.574
C  -1.532  -3.820  2.466
C  -0.510  -4.666  2.177
C  0.205  -4.520  0.962
C  1.253  -5.379  0.563
C  1.889  -5.163  -0.621
C  1.459  -4.097  -1.448
N  0.473  -3.300  -1.123
C  -0.141  -3.484  0.071
H  -1.207  -1.804  -1.442
H  -2.548  -1.370  -0.538
H  -2.718  -2.122  1.816
H  -2.089  -3.936  3.390
H  -0.236  -5.459  2.865
H  1.533  -6.207  1.206
H  2.692  -5.809  -0.953
H  1.928  -3.907  -2.411
Br  3.561  -0.788  -1.074
C  3.193  0.676  -2.218
C  4.054  1.762  -2.193
C  3.861  2.806  -3.084
C  2.828  2.743  -4.012
C  1.967  1.656  -4.014
C  2.119  0.620  -3.095
C  1.116  -0.517  -3.107
O  1.269  -1.435  -3.874
O  0.071  -0.451  -2.280
H  4.870  1.788  -1.483
H  4.525  3.662  -3.061
H  2.696  3.540  -4.738
H  1.169  1.595  -4.744
Cl  -3.254  0.321  1.482
C  -3.405  1.213  -0.009
C  -2.361  1.232  -0.962
C  -2.688  1.877  -2.171
Cl  -1.561  1.921  -3.477
C  -3.913  2.507  -2.392
Cl  -4.240  3.272  -3.899
C  -4.875  2.531  -1.390
Cl  -6.368  3.349  -1.632
C  -4.620  1.878  -0.192
Cl  -5.807  1.910  1.056

Atoms 1-2, force components in eV/Å:
Re 1.346 0.373 0.450
O -0.142 -0.650 -0.532

=====

Record 4
This record from the Open Molecules 2025 dataset describes a structure of composition C36H23F9MnN4O4PSe at a distorted geometry. The level of theory is ωB97M-V with the def2-TZVPD basis set.

Total energy (a.u.): -6698.36001
Charge: 0
Orbital gap (spin up / spin down) (eV): 7.1 / 6.9
Multiplicity: 5
E_LUMO (spin up / spin down) (hartree): -0.0538 / -0.0605
HOMO (spin up / spin down) (eV): -8.543 / -8.581

Cartesian coordinates (Å):
Mn  0.557  1.419  0.946
O  5.401  3.483  0.491
C  5.638  2.221  0.878
C  6.964  1.785  0.869
C  7.280  0.499  1.251
C  6.286  -0.393  1.665
C  4.977  0.028  1.670
C  4.629  1.327  1.275
C  3.212  1.682  1.229
O  2.333  0.749  1.347
N  2.898  2.977  0.987
N  1.542  3.130  0.989
C  0.941  4.014  0.316
C  -0.537  3.853  0.215
C  -1.379  4.813  -0.291
C  -2.752  4.650  -0.141
C  -3.229  3.556  0.546
C  -2.320  2.597  0.958
N  -1.019  2.711  0.730
H  4.436  3.649  0.570
H  7.727  2.484  0.552
H  8.315  0.179  1.229
H  6.541  -1.401  1.963
H  4.182  -0.635  1.986
H  1.497  4.841  -0.118
H  -0.958  5.687  -0.770
H  -3.438  5.387  -0.540
H  -4.283  3.430  0.748
H  -2.633  1.694  1.473
O  2.018  1.007  -2.853
C  2.033  1.029  -1.647
O  0.983  1.356  -0.915
H  2.908  0.677  -1.093
Se  -0.505  0.047  5.359
C  -0.143  0.745  3.796
N  0.085  1.201  2.739
F  -5.658  -4.530  2.698
C  -5.729  -3.191  2.627
F  -6.812  -2.904  1.884
F  -5.965  -2.738  3.864
C  -4.485  -2.600  2.027
C  -4.195  -2.875  0.691
C  -3.086  -2.304  0.098
C  -2.255  -1.447  0.829
C  -2.537  -1.217  2.168
C  -3.652  -1.792  2.772
P  -0.815  -0.587  0.051
C  -1.572  -0.105  -1.550
C  -2.854  0.452  -1.542
C  -3.382  1.033  -2.681
C  -2.634  1.053  -3.852
C  -1.386  0.461  -3.891
C  -0.859  -0.116  -2.742
C  -3.182  1.785  -5.042
F  -4.468  1.475  -5.271
F  -2.502  1.527  -6.163
F  -3.142  3.117  -4.851
C  0.284  -2.014  -0.257
C  1.226  -2.283  0.737
C  2.025  -3.409  0.655
C  1.888  -4.270  -0.424
C  0.967  -4.010  -1.423
C  0.164  -2.881  -1.338
C  2.769  -5.488  -0.481
F  2.548  -6.299  0.565
F  2.578  -6.209  -1.591
F  4.069  -5.155  -0.441
H  -4.844  -3.529  0.121
H  -2.876  -2.515  -0.945
H  -1.889  -0.586  2.760
H  -3.865  -1.601  3.815
H  -3.455  0.429  -0.639
H  -4.367  1.483  -2.659
H  -0.804  0.473  -4.802
H  0.138  -0.532  -2.789
H  1.340  -1.603  1.573
H  2.759  -3.618  1.423
H  0.876  -4.681  -2.265
H  -0.550  -2.681  -2.127

Atoms 1-2, force components in eV/Å:
Mn -0.148 -2.839 -0.502
O 0.182 -0.061 -0.003

=====

Record 5
This record from the Open Molecules 2025 dataset describes a structure of composition C36H24BCl3F2N7OTc. The level of theory is ωB97M-V with the def2-TZVPD basis set.

Total energy (a.u.): -3530.68175
Charge: +1
Orbital gap (spin up / spin down) (eV): 5.2 / 5.8
Multiplicity: 4
E_LUMO (spin up / spin down) (hartree): -0.1516 / -0.1717
HOMO (spin up / spin down) (eV): -9.288 / -10.517

Cartesian coordinates (Å):
Tc  0.911  0.193  -0.362
C  -1.211  -1.356  -4.029
C  -0.165  -1.273  -2.947
N  -0.532  -0.061  -2.162
C  -1.837  -0.321  -1.580
C  -2.709  -0.981  -2.352
N  -2.440  -1.238  -3.701
C  -2.045  0.146  -0.203
C  -3.262  0.506  0.349
C  -3.319  0.995  1.652
C  -2.112  1.129  2.352
C  -0.927  0.765  1.755
N  -0.915  0.256  0.510
C  0.417  0.907  2.376
C  0.630  1.361  3.668
N  1.844  1.462  4.197
C  2.871  1.098  3.441
C  2.698  0.646  2.141
N  1.479  0.561  1.614
C  -4.611  1.402  2.265
C  -4.659  2.216  3.392
C  -5.891  2.571  3.920
N  -7.052  2.176  3.410
C  -7.006  1.396  2.335
C  -5.827  0.988  1.731
H  -0.970  -1.507  -5.076
H  -0.390  -2.103  -2.266
H  -3.679  -1.290  -1.986
H  -4.142  0.451  -0.274
H  -2.104  1.521  3.356
H  -0.198  1.657  4.299
H  3.861  1.171  3.872
H  3.527  0.348  1.513
H  -3.768  2.604  3.864
H  -5.941  3.209  4.794
H  -7.960  1.076  1.932
H  -5.888  0.336  0.872
Cl  5.438  5.588  0.228
C  4.046  4.582  0.034
C  4.189  3.321  -0.520
C  3.050  2.553  -0.653
Cl  3.159  0.923  -1.313
C  1.773  2.968  -0.279
O  0.701  2.199  -0.431
C  1.688  4.241  0.294
Cl  0.143  4.793  0.842
C  2.804  5.043  0.447
H  5.156  2.956  -0.836
H  2.706  6.024  0.891
C  0.583  -5.144  1.611
C  0.752  -5.253  0.236
C  1.028  -4.138  -0.535
C  1.151  -2.874  0.056
C  0.968  -2.773  1.434
C  0.688  -3.895  2.201
N  1.364  -1.724  -0.743
C  2.019  -1.903  -1.987
C  3.202  -2.570  -2.108
C  3.701  -2.950  -3.368
C  2.902  -2.768  -4.523
C  1.738  -2.079  -4.469
C  1.337  -1.338  -3.225
H  0.373  -6.019  2.210
H  0.661  -6.217  -0.245
H  1.151  -4.246  -1.604
H  1.050  -1.813  1.920
H  0.559  -3.788  3.270
H  3.711  -2.899  -1.210
H  4.642  -3.477  -3.437
H  3.221  -3.204  -5.460
H  1.147  -1.941  -5.364
H  1.691  -0.305  -3.372
F  0.537  1.613  -3.582
B  -0.400  1.302  -2.708
F  -1.310  2.193  -2.373

Atoms 1-2, force components in eV/Å:
Tc -0.371 -0.306 -0.207
C 0.007 0.030 0.003

=====

Record 6
This record from the Open Molecules 2025 dataset describes a structure of composition C36H24BrF4O3P2PdS at a distorted geometry. The level of theory is ωB97M-V with the def2-TZVPD basis set.

Total energy (a.u.): -5794.04529
Charge: +1
Orbital gap (eV): 7.1
E_LUMO (hartree): -0.1568
HOMO (eV): -11.376

Cartesian coordinates (Å):
Pd  0.620  0.459  -0.120
O  1.912  0.545  -1.752
S  3.050  -0.326  -1.218
O  4.366  0.069  -1.584
O  2.805  -0.482  0.226
C  2.668  -1.902  -1.914
C  3.678  -2.589  -2.563
C  3.408  -3.820  -3.151
C  2.130  -4.346  -3.108
C  1.117  -3.648  -2.460
C  1.369  -2.431  -1.838
P  -0.067  -1.624  -1.044
C  -1.237  -1.406  -2.396
C  -2.320  -2.259  -2.596
C  -3.149  -2.076  -3.695
C  -2.897  -1.050  -4.592
C  -1.814  -0.200  -4.397
C  -0.986  -0.374  -3.302
C  -0.798  -2.828  0.086
C  -2.065  -2.557  0.607
C  -2.652  -3.426  1.510
C  -1.975  -4.575  1.908
C  -0.714  -4.845  1.399
C  -0.122  -3.975  0.491
H  4.666  -2.154  -2.616
H  4.201  -4.355  -3.657
H  1.912  -5.294  -3.582
H  0.116  -4.065  -2.442
H  -2.522  -3.065  -1.902
H  -3.990  -2.739  -3.850
H  -3.542  -0.910  -5.449
H  -1.614  0.598  -5.101
H  -0.134  0.282  -3.159
H  -2.607  -1.673  0.294
H  -3.638  -3.208  1.900
H  -2.435  -5.259  2.609
H  -0.183  -5.737  1.704
H  0.865  -4.197  0.107
F  1.324  5.936  3.910
C  0.989  4.740  3.465
C  0.731  3.716  4.355
F  0.822  3.931  5.657
C  0.376  2.466  3.873
F  0.113  1.521  4.775
C  0.286  2.198  2.515
P  -0.167  0.521  1.947
C  0.832  -0.613  2.906
C  0.356  -1.892  3.185
C  1.174  -2.798  3.843
C  2.463  -2.437  4.206
C  2.946  -1.172  3.905
C  2.136  -0.260  3.253
C  -1.913  0.353  2.320
C  -2.364  -0.079  3.567
C  -3.725  -0.136  3.823
C  -4.635  0.250  2.846
C  -4.189  0.694  1.608
C  -2.829  0.744  1.343
C  0.534  3.257  1.642
Br  0.296  3.049  -0.212
C  0.877  4.510  2.099
F  1.091  5.518  1.265
H  -0.643  -2.186  2.901
H  0.800  -3.788  4.071
H  3.097  -3.147  4.722
H  3.957  -0.895  4.173
H  2.530  0.717  3.002
H  -1.657  -0.374  4.332
H  -4.075  -0.477  4.788
H  -5.696  0.206  3.053
H  -4.897  0.996  0.848
H  -2.480  1.076  0.371

Atoms 1-2, force components in eV/Å:
Pd -0.337 0.170 -0.761
O 0.486 -0.204 -0.141

=====

Question: Number 6 is which compound?
Answer: C36H24BrF4O3P2PdS

=====

Question: The lowest charge belongs to which entry?
Answer: C36H20Br2F3N5O4Rh

=====

Question: Which formula does entry 3 have?
Answer: C36H22BrCl5N4O4Re

=====

Question: Number 1 is which compound?
Answer: C36H18F15GeMnN4O4SSe